Entry 1:
{
  "formula": "C20H46O10Si2",
  "method": "ωB97M-V/def2-TZVPD",
  "e_homo_ev": -9.38,
  "orbital_gap_ev": 10.08,
  "e_tot_ev": -57719.2755,
  "charge": 0,
  "max_force_ev_per_a": 0.59,
  "species": ["Si", "Si", "O", "O", "O", "O", "O", "O", "O", "O", "O", "O", "C", "C", "C", "C", "C", "C", "C", "C", "C", "C", "C", "C", "C", "C", "C", "C", "C", "C", "C", "C", "H", "H", "H", "H", "H", "H", "H", "H", "H", "H", "H", "H", "H", "H", "H", "H", "H", "H", "H", "H", "H", "H", "H", "H", "H", "H", "H", "H", "H", "H", "H", "H", "H", "H", "H", "H", "H", "H", "H", "H", "H", "H", "H", "H", "H", "H"],
  "coordinates": [[0.285, 1.162, 1.078], [2.116, -0.383, 2.652], [-3.777, 5.334, 1.854], [-1.247, -6.961, -5.087], [1.701, 0.343, 1.216], [-3.386, -6.472, -4.562], [-4.326, 4.824, 3.988], [5.863, -1.137, -0.338], [-0.648, 0.451, -0.070], [3.928, 3.293, -1.158], [-1.836, -5.902, -3.177], [-2.284, 4.422, 3.113], [-5.204, 7.285, 2.211], [5.775, -2.341, 0.425], [2.098, 3.314, 0.550], [-1.967, 0.999, -0.207], [-3.787, -7.045, -5.809], [-1.844, -2.269, -0.445], [4.827, 3.525, -0.104], [-3.543, 4.862, 3.076], [-2.901, 0.013, -0.931], [3.769, -1.204, 2.397], [-2.071, -6.497, -4.343], [-1.875, 3.924, 4.390], [0.226, -4.643, -3.538], [-5.089, 5.885, 1.649], [-0.451, -5.786, -2.815], [4.320, -2.788, 0.454], [2.601, 2.910, -0.819], [3.647, -2.639, 1.821], [-2.195, -1.211, -1.507], [0.604, 2.960, 0.687], [-2.837, -1.656, -2.265], [-0.900, 3.470, 4.242], [0.069, 3.253, -0.217], [-3.695, -0.320, -0.262], [1.245, -4.518, -3.170], [4.259, -3.831, 0.143], [-0.455, 1.027, 2.362], [4.332, -0.577, 1.705], [-6.176, 7.708, 1.958], [-2.584, -3.065, -0.458], [0.057, -6.732, -2.999], [-1.904, 1.926, -0.775], [4.570, 4.413, 0.475], [4.081, -3.361, 2.509], [-1.291, -0.890, -2.018], [-0.456, -5.604, -1.742], [6.138, -2.157, 1.439], [-3.441, -6.430, -6.637], [-4.873, -7.064, -5.791], [6.770, -0.837, -0.326], [-3.398, -8.054, -5.915], [-0.321, -3.714, -3.370], [1.950, 3.377, -1.560], [-0.860, -2.684, -0.643], [-5.832, 5.217, 2.083], [5.799, 3.695, -0.558], [1.100, -1.389, 3.033], [0.269, -4.823, -4.611], [0.187, 3.559, 1.498], [2.660, 2.819, 1.340], [-3.399, 0.543, -1.743], [-5.217, 5.889, 0.569], [-1.822, -1.817, 0.542], [2.201, 0.626, 3.737], [-1.797, 4.741, 5.106], [3.767, -2.205, -0.282], [2.516, 1.827, -0.950], [-5.103, 7.281, 3.295], [2.597, -2.908, 1.696], [-4.427, 7.926, 1.794], [2.215, 4.389, 0.683], [-2.573, 3.176, 4.758], [4.301, -1.229, 3.347], [-2.373, 1.226, 0.781], [6.401, -3.116, -0.018], [4.916, 2.665, 0.563]],
  "lowdin_charge": [0.37, 0.52, 0.03, 0.12, -0.33, 0.00, 0.13, -0.07, -0.23, -0.18, 0.04, -0.01, -0.06, -0.27, -0.25, -0.24, -0.04, -0.10, -0.13, -0.62, -0.18, -0.29, -0.62, -0.04, -0.06, -0.21, -0.21, -0.19, -0.23, -0.26, -0.26, -0.21, 0.10, 0.09, 0.08, 0.11, 0.08, 0.11, 0.03, 0.07, 0.08, 0.07, 0.12, 0.11, 0.08, 0.10, 0.10, 0.12, 0.11, 0.10, 0.09, 0.08, 0.10, 0.07, 0.12, 0.06, 0.12, 0.09, -0.01, 0.08, 0.07, 0.09, 0.10, 0.12, 0.07, -0.02, 0.10, 0.12, 0.12, 0.08, 0.08, 0.08, 0.11, 0.10, 0.07, 0.10, 0.11, 0.09]
}

Entry 2:
{
  "formula": "C20H46O11PS",
  "method": "ωB97M-V/def2-TZVPD",
  "e_homo_ev": -4.09,
  "orbital_gap_ev": 6.02,
  "e_tot_ev": -64132.6659,
  "charge": -1,
  "max_force_ev_per_a": 0.85,
  "species": ["S", "P", "O", "O", "O", "O", "O", "O", "O", "O", "O", "O", "O", "C", "C", "C", "C", "C", "C", "C", "C", "C", "C", "C", "C", "C", "C", "C", "C", "C", "C", "C", "C", "H", "H", "H", "H", "H", "H", "H", "H", "H", "H", "H", "H", "H", "H", "H", "H", "H", "H", "H", "H", "H", "H", "H", "H", "H", "H", "H", "H", "H", "H", "H", "H", "H", "H", "H", "H", "H", "H", "H", "H", "H", "H", "H", "H", "H", "H"],
  "coordinates": [[1.719, -1.075, 0.871], [0.777, 0.918, 1.673], [3.578, 3.509, -7.022], [3.410, 5.260, -5.714], [-0.971, -1.470, -3.418], [-5.494, 0.420, 6.406], [2.496, -4.317, -0.055], [1.797, 1.814, 0.570], [-2.757, -1.806, 2.323], [1.759, -5.095, 1.858], [-0.017, 0.473, -3.090], [-1.499, -2.694, 3.876], [-6.651, -1.310, 5.719], [-5.600, -0.729, 5.686], [0.021, -0.801, -3.517], [1.962, -5.506, 3.210], [-1.125, -3.555, 1.691], [-3.946, 2.027, 5.388], [1.716, 6.948, -5.212], [-1.777, -2.656, 2.704], [-3.013, -1.520, 0.940], [-4.246, 1.109, 6.553], [2.758, -4.618, 1.070], [3.171, 6.656, -5.510], [4.124, -4.375, 1.666], [-3.944, -2.534, 0.308], [1.268, 2.032, -4.444], [-4.437, -1.173, 4.838], [1.128, 1.339, -3.105], [1.877, -4.335, 4.170], [1.278, -1.338, -4.170], [2.554, 5.391, -8.039], [3.237, 4.652, -6.907], [2.196, -0.854, -3.851], [1.073, 6.685, -6.053], [2.104, 2.732, -4.425], [1.176, -1.222, -5.250], [2.971, 5.022, -8.971], [1.968, -4.685, 5.200], [-1.158, -3.193, 0.669], [2.666, -3.608, 3.980], [1.853, 0.919, 2.618], [-3.021, 2.575, 5.569], [3.541, 7.236, -6.357], [1.153, -6.211, 3.403], [-0.253, 0.867, 0.649], [1.443, 1.321, -5.253], [-3.461, -0.851, 5.183], [0.935, 2.064, -2.318], [-1.588, -4.542, 1.757], [2.664, 6.471, -8.009], [-0.038, 0.106, 2.545], [-3.500, -3.529, 0.299], [0.354, 2.580, -4.677], [0.213, 2.133, 2.259], [-0.081, -3.642, 1.967], [-4.759, 2.742, 5.257], [1.390, 6.372, -4.347], [1.562, -1.070, -0.449], [-4.432, -2.258, 4.800], [3.791, 6.909, -4.653], [-3.829, 1.470, 4.459], [4.379, -5.009, 2.511], [1.244, 2.504, 0.192], [1.493, 5.144, -8.012], [4.153, -3.329, 1.978], [-4.576, -0.801, 3.825], [-2.075, -1.418, 0.396], [1.582, 8.008, -4.997], [4.858, -4.519, 0.878], [-4.369, 1.684, 7.470], [-3.479, -0.536, 0.953], [1.340, -2.397, -3.938], [0.920, -3.825, 4.057], [2.898, -6.057, 3.312], [-4.881, -2.587, 0.865], [2.029, 0.806, -2.808], [-4.162, -2.247, -0.721], [-3.436, 0.400, 6.724]],
  "lowdin_charge": [0.27, 0.10, 0.11, -0.01, 0.09, -0.01, 0.08, -0.49, -0.04, -0.04, 0.00, 0.08, 0.09, -0.52, -0.54, -0.24, 0.01, -0.06, -0.06, -0.52, -0.23, -0.24, -0.55, -0.24, 0.01, -0.06, -0.06, 0.01, -0.23, -0.05, 0.01, 0.01, -0.53, 0.07, 0.07, 0.07, 0.09, 0.09, 0.08, 0.07, 0.08, -0.07, 0.08, 0.11, 0.12, -0.07, 0.07, 0.07, 0.11, 0.10, 0.07, -0.10, 0.07, 0.08, -0.07, 0.05, 0.08, 0.09, -0.30, 0.09, 0.12, 0.07, 0.06, -0.02, 0.10, 0.09, 0.09, 0.11, 0.08, 0.09, 0.12, 0.12, 0.09, 0.07, 0.10, 0.08, 0.11, 0.08, 0.11]
}

Entry 3:
{
  "formula": "C20H46O3P4SeSn",
  "method": "ωB97M-V/def2-TZVPD",
  "e_homo_ev": [-19.11, -19.05],
  "orbital_gap_ev": [5.75, 3.69],
  "e_tot_ev": -135920.7156,
  "charge": 4,
  "max_force_ev_per_a": 6.34,
  "species": ["Sn", "Se", "P", "P", "P", "P", "O", "O", "O", "C", "C", "C", "C", "C", "C", "C", "C", "C", "C", "C", "C", "C", "C", "C", "C", "C", "C", "C", "C", "H", "H", "H", "H", "H", "H", "H", "H", "H", "H", "H", "H", "H", "H", "H", "H", "H", "H", "H", "H", "H", "H", "H", "H", "H", "H", "H", "H", "H", "H", "H", "H", "H", "H", "H", "H", "H", "H", "H", "H", "H", "H", "H", "H", "H", "H"],
  "coordinates": [[0.021, -0.882, -0.847], [0.925, -3.120, -1.935], [-1.018, 2.570, 0.183], [-0.931, -0.657, 3.790], [0.109, 0.392, -3.161], [-2.579, -1.523, -0.947], [-2.232, 0.294, 3.261], [-0.910, -0.315, 5.375], [0.331, 0.258, 3.211], [3.577, -2.629, -0.791], [1.529, 0.526, 3.958], [-2.680, -3.285, -1.422], [0.288, -0.788, -4.536], [-0.975, 2.907, 1.934], [-3.589, -1.499, 0.571], [4.219, 1.443, 0.559], [-1.122, 1.578, -3.790], [4.593, -5.075, -1.709], [4.907, -2.973, -0.540], [5.420, -4.195, -0.995], [1.689, 1.308, -3.164], [-3.469, 0.372, 3.995], [-3.694, -0.723, -2.157], [3.415, 2.519, 0.537], [2.744, -3.504, -1.508], [3.265, -4.738, -1.966], [-2.671, 2.692, -0.493], [0.181, 3.562, -0.698], [-0.973, 1.000, 5.966], [4.990, -6.027, -2.066], [1.542, 2.362, -2.893], [1.197, 3.196, -0.493], [2.316, 0.689, 3.209], [2.124, 1.245, -4.171], [0.631, -0.224, -5.416], [2.395, 0.867, -2.445], [-3.475, 1.244, 4.666], [4.974, 1.277, -0.218], [-0.677, -1.258, -4.766], [5.543, -2.290, 0.018], [-3.907, 0.315, -1.870], [-1.924, -3.864, -0.875], [-4.642, -1.279, -2.189], [-1.648, 2.218, 2.466], [-3.070, 3.688, -0.260], [-3.678, -0.541, 4.579], [-1.872, 1.066, 6.592], [-3.679, -3.665, -1.171], [1.001, -1.585, -4.274], [-3.319, 1.931, -0.037], [-1.001, 1.814, 5.222], [-4.096, -0.533, 0.694], [3.502, 3.274, -0.255], [1.813, -0.308, 4.622], [-0.610, 1.198, 0.067], [0.007, 3.536, -1.781], [-0.953, 1.700, -4.870], [2.698, 2.707, 1.346], [2.621, -5.418, -2.524], [3.168, -1.677, -0.439], [-3.254, -0.726, -3.162], [-2.146, 1.211, -3.636], [-2.503, -3.409, -2.498], [-2.674, 2.539, -1.581], [4.170, 0.715, 1.378], [-4.259, 0.506, 3.244], [-1.256, 3.952, 2.114], [-2.964, -1.661, 1.457], [-0.088, 1.109, 6.604], [0.041, 2.741, 2.316], [1.412, 1.439, 4.563], [0.099, 4.600, -0.350], [-4.349, -2.290, 0.513], [6.461, -4.459, -0.798], [-1.030, 2.562, -3.314]],
  "lowdin_charge": [0.58, 0.77, 0.88, 1.12, 0.67, 0.68, -0.36, -0.30, -0.33, -0.10, -0.05, -0.26, -0.25, -0.18, -0.23, -0.05, -0.22, 0.00, -0.01, 0.03, -0.22, -0.06, -0.23, -0.09, -0.56, -0.07, -0.18, -0.17, -0.05, 0.14, 0.04, 0.03, 0.09, 0.08, 0.08, 0.04, 0.11, 0.07, 0.07, 0.13, 0.04, 0.04, 0.09, 0.04, 0.09, 0.12, 0.12, 0.08, 0.01, 0.06, 0.10, 0.05, 0.07, 0.12, -0.13, 0.04, 0.09, 0.03, 0.12, 0.07, 0.05, 0.04, 0.07, 0.05, 0.05, 0.10, 0.10, 0.03, 0.12, 0.06, 0.11, 0.10, 0.08, 0.15, 0.03]
}